{
  "formula": "C29H50ClN5O6PS",
  "method": "wB97M-V/def2-TZVPD",
  "spin_multiplicity": 1,
  "orbital_gap_ev": 6.8,
  "total_charge": 1,
  "e_homo_ha": -0.3823,
  "largest_force_ev_per_a": 5.0,
  "elements": ["O", "P", "O", "S", "N", "C", "N", "C", "C", "C", "C", "C", "N", "N", "C", "C", "C", "Cl", "C", "C", "C", "C", "N", "C", "C", "C", "C", "H", "H", "H", "H", "H", "H", "H", "H", "H", "H", "H", "H", "H", "H", "H", "H", "H", "H", "H", "H", "H", "H", "H", "H", "H", "H", "C", "C", "O", "C", "H", "H", "H", "H", "H", "H", "C", "C", "O", "C", "H", "H", "H", "H", "H", "H", "C", "C", "O", "C", "H", "H", "H", "H", "H", "H", "C", "C", "O", "C", "H", "H", "H", "H", "H", "H"],
  "xyz": [[-0.6660, -3.6850, 0.8386], [-0.1412, -2.8768, -0.4440], [1.4638, -2.6207, -0.3531], [-0.4227, -3.9965, -1.9941], [-0.9620, -1.3751, -0.7630], [-1.1766, -0.5204, 0.3329], [-1.0252, 0.7653, 0.0763], [-1.2584, 1.8357, 1.0201], [-0.2061, 2.6810, 1.3118], [-0.2841, 3.7610, 2.1917], [-1.5595, 3.9345, 2.7699], [-2.5517, 3.0287, 2.3878], [-2.4616, 2.0155, 1.5412], [-1.6062, -1.0118, 1.5337], [-3.0687, -0.9820, 1.7554], [-3.7532, -2.3229, 1.2871], [-5.0083, -1.9756, 0.4398], [-6.2144, -1.0142, 1.3361], [-0.7490, -0.8349, 2.7188], [0.7585, -1.1743, 2.5786], [1.5993, 0.0833, 2.2028], [3.1486, -0.2057, 2.1881], [3.6465, 0.1414, 0.8570], [3.7037, 1.4199, 0.3884], [4.1690, 1.4393, -0.9006], [4.4656, 0.0589, -1.2799], [4.1215, -0.6502, -0.1490], [-1.3591, -4.3006, 0.5450], [1.7913, -3.4465, 0.0528], [-0.4102, -0.8792, -1.4675], [-0.7331, 1.0637, -0.8531], [0.7578, 2.4898, 0.8267], [0.5553, 4.4195, 2.4036], [-1.7410, 4.7567, 3.4629], [-3.5363, 3.1721, 2.8535], [-3.3062, -0.8423, 2.8176], [-3.5599, -0.1983, 1.1590], [-3.1032, -2.8799, 0.5917], [-3.9947, -2.9844, 2.1306], [-4.6338, -1.4470, -0.4530], [-5.4328, -2.9187, 0.0635], [-1.1576, -1.4718, 3.5213], [-0.8158, 0.1970, 3.1249], [0.9911, -2.0449, 1.9544], [1.1055, -1.4370, 3.5949], [1.2978, 0.4629, 1.2215], [1.4552, 0.8283, 3.0156], [3.3383, -1.2587, 2.4407], [3.6798, 0.4174, 2.9226], [3.4397, 2.3512, 0.8918], [4.2871, 2.3191, -1.5288], [4.8415, -0.3394, -2.2162], [4.1453, -1.7194, 0.0651], [1.3509, -0.7479, 6.4143], [2.0819, 0.5233, 6.0603], [1.6622, 1.2787, 5.2080], [3.3545, 0.8161, 6.8099], [0.4539, -0.8324, 5.8016], [1.9906, -1.6118, 6.2240], [1.0570, -0.7286, 7.4645], [4.0811, 0.0205, 6.6366], [3.1467, 0.9029, 7.8774], [3.7735, 1.7567, 6.4570], [-1.6817, 6.5239, -1.8361], [-1.4834, 5.0549, -1.5717], [-0.4618, 4.6349, -1.0718], [-2.6115, 4.1284, -1.9556], [-0.7978, 7.0709, -1.5137], [-1.8302, 6.6939, -2.9035], [-2.5451, 6.8902, -1.2781], [-2.8002, 4.1947, -3.0280], [-3.5147, 4.3906, -1.4027], [-2.3371, 3.1024, -1.7108], [2.9766, -3.7113, -4.9664], [3.2239, -2.2246, -5.0078], [4.0110, -1.7335, -5.7830], [2.4436, -1.3744, -4.0374], [3.5995, -4.2011, -5.7129], [3.2326, -4.1051, -3.9810], [1.9281, -3.9196, -5.1890], [2.6758, -1.6663, -3.0106], [1.3726, -1.4857, -4.2259], [2.7146, -0.3275, -4.1743], [-1.9383, -0.7063, -5.7063], [-1.7734, -2.1961, -5.5250], [-0.7579, -2.6667, -5.0647], [-2.9267, -3.0724, -5.9416], [-1.0355, -0.1989, -5.3676], [-2.0963, -0.4738, -6.7602], [-2.7855, -0.3503, -5.1166], [-3.1279, -2.9431, -7.0062], [-3.8162, -2.8192, -5.3620], [-2.6727, -4.1145, -5.7569]]
}